Entry 1:
{
  "formula": "C25H33MnO6",
  "method": "the ωB97M-V functional and the def2-TZVPD basis",
  "species": ["Mn", "O", "O", "O", "O", "O", "O", "C", "C", "C", "C", "C", "C", "C", "C", "C", "C", "C", "C", "C", "C", "C", "C", "C", "C", "C", "C", "C", "C", "C", "C", "C", "H", "H", "H", "H", "H", "H", "H", "H", "H", "H", "H", "H", "H", "H", "H", "H", "H", "H", "H", "H", "H", "H", "H", "H", "H", "H", "H", "H", "H", "H", "H", "H", "H"],
  "xyz": [[-0.45, -0.48, 2.85], [-0.42, -2.58, -4.49], [2.81, -0.64, -3.06], [0.21, 2.76, 2.50], [-0.44, -1.31, 1.24], [1.94, -0.90, -5.13], [-0.84, -0.61, -5.44], [0.73, 2.38, 3.55], [-1.25, -1.25, 0.10], [-0.08, 0.85, -3.16], [-1.84, -1.87, 3.70], [1.02, 0.07, 4.46], [0.40, -0.60, -3.34], [1.67, -1.02, 2.53], [-0.53, 2.09, -1.05], [-1.39, -1.00, 4.75], [-1.02, -3.10, -5.69], [1.66, 0.36, 2.27], [-0.94, 0.90, -1.85], [-1.53, 2.73, -0.19], [1.84, -0.71, -3.80], [-2.52, 0.31, 3.20], [-0.35, -1.24, -4.51], [1.62, 1.13, 3.58], [3.29, -1.04, -5.57], [0.49, 3.08, 4.85], [-1.80, 0.34, 4.44], [1.25, -1.21, 3.91], [0.22, -1.33, -1.99], [0.90, 2.18, -0.71], [-0.93, -0.64, -1.31], [-2.61, -1.06, 2.79], [-1.72, -2.95, 3.66], [1.99, 0.84, 1.34], [1.45, 2.90, -1.34], [3.23, -1.05, -6.66], [-2.41, 2.07, -0.05], [-3.04, 1.15, 2.73], [0.03, -2.40, -2.15], [-0.47, -2.74, -6.56], [-3.27, -1.43, 2.01], [1.15, -1.23, -1.42], [-2.25, -0.88, 0.37], [0.82, 0.29, 5.51], [1.26, 2.85, 5.60], [-1.74, 1.20, 5.10], [0.47, 4.16, 4.66], [-0.68, 1.11, -4.04], [0.79, 1.52, -3.12], [-1.98, 1.11, -2.16], [-2.07, -2.76, -5.75], [1.27, -2.16, 4.43], [-0.49, 2.80, 5.25], [3.71, -1.98, -5.19], [1.39, 1.20, -0.84], [2.60, 1.52, 3.92], [-0.97, -1.34, 5.69], [3.91, -0.20, -5.21], [2.02, -1.81, 1.86], [-0.96, -4.18, -5.59], [-1.91, 3.68, -0.59], [-1.10, 2.94, 0.80], [-1.80, -1.00, -1.88], [1.04, 2.50, 0.34], [-1.38, -2.32, -0.14]],
  "nbo_charge": [0.725, -0.512, -0.600, -0.599, -0.810, -0.513, -0.625, 0.647, -0.024, -0.386, -0.349, -0.367, -0.258, -0.177, 0.109, -0.306, -0.260, -0.357, -0.258, -0.687, 0.828, -0.357, 0.833, -0.355, -0.260, -0.726, -0.313, -0.336, -0.395, -0.696, -0.212, -0.276, 0.221, 0.215, 0.197, 0.189, 0.206, 0.227, 0.223, 0.194, 0.221, 0.237, 0.138, 0.201, 0.215, 0.212, 0.225, 0.243, 0.220, 0.199, 0.195, 0.214, 0.240, 0.191, 0.214, 0.160, 0.217, 0.202, 0.226, 0.188, 0.198, 0.264, 0.180, 0.256, 0.144],
  "s_squared": 4.11,
  "e_lumo_ev": [2.49, 2.49],
  "e_homo_ev": [-2.2120, -2.2596],
  "gap_ev": [4.70, 4.75],
  "multiplicity": 4,
  "charge": -1
}

=====

Entry 2:
{
  "formula": "C3H3N2O",
  "method": "the ωB97M-V functional and the def2-TZVPD basis",
  "species": ["O", "N", "N", "C", "C", "C", "H", "H", "H"],
  "xyz": [[-3.32, 0.57, 0.55], [-0.33, 0.12, 1.38], [-2.25, 0.26, 0.21], [0.35, -0.10, 0.31], [1.43, -0.32, -0.59], [-1.06, 0.42, 0.19], [1.25, -0.34, -1.69], [1.92, -1.21, -0.17], [2.01, 0.60, -0.18]],
  "nbo_charge": [-0.043, -0.150, 0.322, 0.447, -0.707, 0.183, 0.320, 0.310, 0.317],
  "e_lumo_ev": -7.01,
  "e_homo_ev": -15.9594,
  "gap_ev": 8.95,
  "charge": 1
}

=====

Entry 3:
{
  "formula": "C4H7NO3",
  "method": "the ωB97M-V functional and the def2-TZVPD basis",
  "species": ["O", "O", "O", "N", "C", "C", "C", "C", "H", "H", "H", "H", "H", "H", "H"],
  "xyz": [[1.16, -0.86, -1.70], [-1.51, -1.71, 0.32], [1.31, 1.43, -1.05], [-0.24, -1.16, 0.01], [0.26, -0.11, 0.81], [0.12, -1.28, -1.32], [0.70, 1.20, 0.27], [-0.64, 1.24, 0.95], [1.45, 1.57, 1.22], [-1.66, 0.93, 0.47], [0.57, -0.47, 1.82], [1.69, 0.62, -1.35], [-0.55, 1.84, 1.89], [-2.23, -1.30, -0.28], [-0.43, -1.95, -2.05]],
  "nbo_charge": [-0.597, -0.550, -0.710, -0.167, -0.114, 0.525, 0.104, -0.446, 0.170, 0.221, 0.212, 0.500, 0.242, 0.464, 0.147],
  "e_lumo_ev": 0.36,
  "e_homo_ev": -9.6720,
  "gap_ev": 10.04
}

=====

Entry 4:
{
  "formula": "C27H44BrMgNOP2S",
  "method": "the ωB97M-V functional and the def2-TZVPD basis",
  "species": ["Br", "S", "P", "P", "Mg", "O", "N", "C", "C", "C", "C", "C", "C", "C", "C", "C", "C", "C", "C", "C", "C", "C", "C", "C", "C", "C", "C", "C", "C", "C", "C", "C", "C", "C", "H", "H", "H", "H", "H", "H", "H", "H", "H", "H", "H", "H", "H", "H", "H", "H", "H", "H", "H", "H", "H", "H", "H", "H", "H", "H", "H", "H", "H", "H", "H", "H", "H", "H", "H", "H", "H", "H", "H", "H", "H", "H", "H", "H"],
  "xyz": [[-1.43, 0.44, 2.01], [2.95, 0.67, 2.35], [-1.77, -2.78, 1.24], [-2.23, 3.14, -1.46], [2.65, 2.35, -0.20], [3.39, 2.00, 1.69], [7.08, 0.84, -4.11], [1.64, 1.20, 3.43], [4.18, 0.25, 3.63], [-1.21, -4.41, 1.76], [-4.41, -2.53, 2.18], [-2.95, -2.25, 2.50], [4.81, 1.31, -3.53], [-0.33, -1.71, 0.92], [-3.04, 1.51, -1.18], [0.96, -2.23, 1.14], [-4.57, 1.54, -1.25], [3.03, 0.40, -0.67], [1.98, -0.46, -0.19], [-2.30, -5.41, 2.12], [-1.68, -3.44, -1.50], [-0.63, 2.86, -2.26], [5.84, 1.15, -4.47], [6.40, 0.75, -1.81], [-2.01, 3.83, 0.22], [-0.67, 3.34, -3.73], [2.09, -1.64, 0.60], [-2.77, 5.16, 0.36], [-0.43, -0.65, -0.05], [7.37, 0.63, -2.82], [3.94, 1.06, -1.26], [5.08, 1.08, -2.17], [0.70, 0.00, -0.50], [-2.58, -2.93, -0.36], [-2.38, 3.08, 0.94], [-5.01, 2.15, -0.46], [1.07, -3.13, 1.74], [-2.66, 0.81, -1.94], [-0.55, -4.23, 2.62], [4.99, -0.33, 3.15], [0.15, 3.39, -1.68], [8.40, 0.35, -2.59], [-1.23, 4.29, -3.82], [-2.28, 5.96, -0.20], [-4.59, -3.61, 2.03], [-2.72, 1.16, -0.19], [-2.93, -5.06, 2.95], [-0.59, -4.79, 0.93], [4.55, 1.18, 4.08], [0.34, 3.49, -4.11], [6.69, 0.57, -0.77], [-3.81, 5.08, 0.00], [-5.03, -2.21, 3.02], [5.63, 1.29, -5.53], [-0.43, 1.78, -2.25], [-1.83, -6.35, 2.44], [3.07, -2.11, 0.73], [-4.94, 1.91, -2.21], [-1.19, -4.38, -1.24], [-2.64, -2.72, 3.44], [-4.75, -2.00, 1.29], [3.69, -0.40, 4.38], [3.81, 1.55, -3.86], [1.91, 2.15, 3.91], [0.73, 1.29, 2.82], [-0.92, -2.71, -1.79], [-2.32, -3.61, -2.37], [0.61, 0.91, -1.11], [-4.98, 0.52, -1.13], [-2.82, 5.48, 1.41], [-3.43, -3.61, -0.19], [1.48, 0.40, 4.17], [-2.79, -1.15, 2.64], [-0.93, 3.97, 0.39], [-2.95, -5.64, 1.26], [-1.16, 2.59, -4.36], [-2.99, -1.94, -0.59], [-1.35, -0.45, -0.61]],
  "lowdin_charge": [0.463, 0.931, 1.005, 0.987, 1.077, -0.571, 0.087, -0.248, -0.189, -0.331, -0.119, -0.380, -0.011, -0.407, -0.458, -0.063, -0.148, -0.048, -0.283, -0.105, -0.098, -0.471, -0.095, 0.011, -0.430, -0.160, -0.047, -0.166, -0.280, -0.098, 0.007, -0.222, -0.072, -0.311, 0.031, 0.074, 0.110, 0.072, 0.102, 0.067, 0.047, 0.126, 0.068, 0.070, 0.070, -0.020, 0.077, 0.095, 0.081, 0.065, 0.120, 0.067, 0.095, 0.124, 0.038, 0.093, 0.137, 0.074, 0.079, 0.105, 0.079, 0.078, 0.119, 0.089, -0.070, 0.074, 0.093, 0.076, 0.064, 0.072, 0.102, 0.077, -0.067, 0.055, 0.085, 0.080, 0.097, 0.071],
  "e_lumo_ev": [-7.89, -7.89],
  "e_homo_ev": [-12.1040, -12.1053],
  "gap_ev": [4.22, 4.22],
  "charge": 2
}

=====

Entry 5:
{
  "formula": "C56H50Cl2EuN3O3S2",
  "method": "the ωB97M-V functional and the def2-TZVPD basis",
  "species": ["Eu", "Cl", "Cl", "S", "S", "O", "O", "O", "N", "N", "N", "C", "C", "C", "C", "C", "C", "C", "C", "C", "C", "C", "C", "C", "C", "C", "C", "C", "C", "C", "C", "C", "C", "C", "C", "C", "C", "C", "C", "C", "C", "C", "C", "C", "C", "C", "C", "C", "C", "C", "C", "C", "C", "C", "C", "C", "C", "C", "C", "C", "C", "C", "C", "C", "C", "C", "C", "H", "H", "H", "H", "H", "H", "H", "H", "H", "H", "H", "H", "H", "H", "H", "H", "H", "H", "H", "H", "H", "H", "H", "H", "H", "H", "H", "H", "H", "H", "H", "H", "H", "H", "H", "H", "H", "H", "H", "H", "H", "H", "H", "H", "H", "H", "H", "H", "H", "H"],
  "xyz": [[-1.67, -1.51, 0.60], [-5.14, -3.43, -3.25], [-2.86, -8.29, -2.89], [-0.63, 2.01, 0.81], [1.87, -0.22, -0.43], [0.40, -0.62, -0.29], [-2.83, -2.55, -1.26], [-1.47, 1.16, 1.74], [-1.43, -4.25, 0.12], [1.29, 0.24, 2.83], [2.34, 0.02, 5.16], [-0.63, -6.48, 0.59], [-1.20, 1.52, -0.78], [-0.23, -0.24, -5.19], [-2.14, -0.44, 5.41], [0.18, 4.27, -2.73], [1.21, 3.40, -2.32], [3.69, -2.90, -3.54], [2.70, 0.62, 2.81], [-1.88, -2.64, 3.81], [1.08, 0.83, 5.24], [-0.37, 1.49, -1.92], [-2.44, 4.20, 0.63], [-2.91, 0.39, -2.02], [3.29, 1.85, -1.26], [0.53, 5.55, -3.10], [0.99, 2.07, -1.88], [-1.47, -1.56, 5.96], [-3.90, -4.37, -2.49], [-0.76, 0.77, -3.07], [-3.04, -6.65, -2.25], [4.47, -2.23, -2.64], [1.23, -1.14, 3.31], [-2.70, -0.43, 4.15], [0.13, 0.61, -4.19], [-2.22, -6.13, -1.17], [-2.79, -1.64, 3.39], [-0.07, 4.60, 0.67], [-1.36, -2.67, 5.09], [0.59, 1.10, 3.77], [-2.99, -3.76, -1.61], [2.53, -1.34, -1.61], [3.27, 0.77, 4.25], [-0.68, -5.09, 0.79], [3.60, 3.08, -1.76], [-1.42, -6.98, -0.42], [-3.72, -1.82, 2.36], [-0.29, 5.96, 0.47], [2.56, 3.87, -2.27], [-1.58, 6.50, 0.35], [1.86, 6.00, -3.20], [1.73, -2.05, -2.52], [3.88, -1.44, -1.67], [-2.52, 0.99, -0.86], [-2.65, 5.58, 0.38], [-1.13, 3.72, 0.75], [-2.02, 0.17, -3.07], [2.01, -1.33, 4.65], [-2.38, -0.64, -4.18], [2.28, -2.84, -3.46], [-1.82, 7.99, 0.18], [-2.21, -4.75, -0.88], [1.98, 1.32, -1.31], [2.86, 5.16, -2.73], [4.36, -3.71, -4.61], [-3.85, -5.74, -2.88], [-1.52, -0.86, -5.17], [3.74, -4.56, -4.88], [4.28, 0.34, 4.39], [4.10, 1.22, -0.90], [-3.24, 1.06, -0.05], [-2.66, 8.20, -0.50], [2.73, -0.08, 6.08], [1.38, -1.86, 5.39], [0.62, -1.91, -2.46], [2.88, -1.93, 4.57], [1.66, -1.79, 2.52], [-3.28, 3.50, 0.63], [0.17, -1.44, 3.45], [3.90, 5.47, -2.72], [-3.35, -1.15, -4.15], [4.62, 3.43, -1.72], [-4.50, -6.02, -3.67], [-0.92, 8.42, -0.18], [-1.88, -3.62, 3.30], [3.27, 1.77, 4.58], [2.11, 6.94, -3.68], [5.55, -2.29, -2.72], [-4.26, -0.94, 2.09], [-3.90, -0.06, -2.04], [0.32, 0.18, 5.68], [2.88, 1.55, 2.29], [5.33, -4.01, -4.34], [-0.86, 3.94, -2.64], [-0.48, 0.89, 3.72], [-3.35, 0.35, 3.85], [0.73, 2.10, 3.49], [-4.04, -2.80, 2.08], [-1.37, -8.01, -0.71], [-0.29, 6.18, -3.44], [-0.11, -4.72, 1.59], [-0.93, -3.60, 5.50], [-2.34, 0.41, 6.04], [0.58, 6.59, 0.37], [1.14, 1.02, -4.20], [1.20, 1.79, 5.77], [0.00, -7.11, 1.20], [0.92, 4.16, 0.77], [3.27, -0.20, 2.31], [1.61, -3.39, -4.08], [-3.71, 5.91, 0.32], [4.51, -3.07, -5.50], [0.47, -0.38, -6.00], [4.51, -0.86, -1.01], [-1.19, -1.57, 7.04], [-1.74, -1.56, -5.95], [-2.06, 8.44, 1.14]],
  "lowdin_charge": [1.643, 0.678, 0.647, 1.007, 1.075, -0.659, -0.231, -0.542, 0.047, -0.147, -0.081, -0.038, -0.334, -0.051, -0.139, -0.002, -0.102, -0.244, -0.158, -0.149, -0.047, -0.143, -0.036, -0.020, -0.076, -0.069, -0.151, -0.154, -0.580, -0.105, -0.576, -0.034, -0.126, -0.091, -0.004, -0.172, -0.441, -0.100, -0.150, -0.155, -0.431, -0.374, -0.050, -0.166, -0.005, -0.026, -0.159, -0.034, -0.162, -0.245, -0.047, -0.061, -0.091, -0.127, -0.017, -0.368, -0.150, -0.062, -0.017, -0.014, -0.031, -0.141, -0.297, -0.024, -0.033, -0.136, -0.058, 0.085, 0.143, 0.091, 0.113, 0.089, 0.189, 0.135, 0.130, 0.121, 0.131, 0.116, 0.090, 0.119, 0.106, 0.121, 0.091, 0.061, 0.100, 0.116, 0.112, 0.125, 0.023, 0.127, 0.094, 0.115, 0.062, 0.133, 0.087, 0.100, 0.106, 0.037, 0.087, 0.116, 0.082, 0.109, 0.102, 0.112, 0.126, 0.146, 0.105, 0.104, 0.124, 0.122, 0.130, 0.101, 0.106, 0.100, 0.103, 0.104, 0.087],
  "s_squared": 15.76,
  "e_lumo_ev": [-2.46, -2.46],
  "e_homo_ev": [-7.7162, -7.7550],
  "gap_ev": [5.26, 5.30],
  "multiplicity": 8,
  "charge": 1
}

=====

Entry 6:
{
  "formula": "C11H14N2",
  "method": "the ωB97M-V functional and the def2-TZVPD basis",
  "species": ["N", "N", "C", "C", "C", "C", "C", "C", "C", "C", "C", "C", "C", "H", "H", "H", "H", "H", "H", "H", "H", "H", "H", "H", "H", "H", "H"],
  "xyz": [[-1.99, -2.04, -0.44], [-0.48, -2.23, -2.04], [3.22, 2.45, 1.61], [1.94, 1.67, 1.64], [-0.77, -2.50, -0.78], [-2.52, -1.44, -1.54], [-1.63, -1.07, -3.94], [1.93, 0.31, 1.92], [-0.46, 1.60, 1.50], [0.75, -0.39, 2.00], [-1.58, -1.56, -2.53], [-0.46, 0.25, 1.79], [0.72, 2.32, 1.43], [3.53, 2.80, 2.60], [0.79, -1.46, 2.20], [-1.92, -1.86, -4.62], [-0.65, -0.69, -4.24], [-0.11, -3.02, -0.10], [-2.43, -2.13, 0.45], [-3.48, -0.95, -1.64], [2.87, -0.19, 2.10], [0.71, 3.38, 1.23], [4.03, 1.83, 1.22], [-1.40, -0.29, 1.87], [-2.33, -0.24, -4.00], [-1.41, 2.10, 1.33], [3.14, 3.33, 0.97]],
  "nbo_charge": [-0.514, -0.463, -0.632, 0.002, 0.162, -0.134, -0.633, -0.243, -0.199, -0.138, 0.099, -0.247, -0.220, 0.220, 0.196, 0.219, 0.228, 0.196, 0.413, 0.216, 0.208, 0.209, 0.217, 0.200, 0.212, 0.210, 0.216],
  "e_lumo_ev": 0.78,
  "e_homo_ev": -8.4476,
  "gap_ev": 9.23
}

=====

Entry 7:
{
  "formula": "C9H17NO2",
  "method": "the ωB97M-V functional and the def2-TZVPD basis",
  "species": ["O", "O", "N", "C", "C", "C", "C", "C", "C", "C", "C", "C", "H", "H", "H", "H", "H", "H", "H", "H", "H", "H", "H", "H", "H", "H", "H", "H", "H"],
  "xyz": [[-1.16, -2.48, -0.10], [-3.51, 1.44, 0.14], [-3.46, -0.90, -0.01], [0.90, 0.70, -0.68], [-0.14, -0.31, -0.40], [0.48, 2.13, -0.98], [0.03, 1.07, 1.78], [2.15, 0.32, -1.45], [0.67, 0.16, 0.75], [1.69, -0.76, 1.40], [-3.07, 0.33, 0.03], [-0.32, -1.68, -0.94], [1.24, -1.26, 2.26], [0.65, -2.21, -1.07], [-0.59, 2.27, -0.80], [0.78, 1.67, 2.28], [1.03, 2.84, -0.37], [-2.76, -1.64, -0.10], [2.94, 1.04, -1.26], [-4.45, -1.16, 0.06], [-0.70, 1.73, 1.32], [1.93, 0.33, -2.52], [2.05, -1.53, 0.72], [-0.49, 0.47, 2.53], [0.68, 2.35, -2.03], [-0.80, -2.42, 0.79], [2.54, -0.19, 1.76], [2.51, -0.67, -1.19], [-0.81, -1.65, -1.92]],
  "nbo_charge": [-0.732, -0.552, -0.866, -0.095, 0.048, -0.604, -0.600, -0.609, -0.104, -0.617, 0.658, -0.145, 0.206, 0.173, 0.229, 0.203, 0.207, 0.448, 0.214, 0.381, 0.230, 0.211, 0.203, 0.205, 0.210, 0.477, 0.218, 0.204, 0.199],
  "e_lumo_ev": [0.48, 0.38],
  "e_homo_ev": [-7.8193, -7.2201],
  "gap_ev": [8.30, 7.60]
}

=====

Entry 8:
{
  "formula": "C6H8N4O2",
  "method": "the ωB97M-V functional and the def2-TZVPD basis",
  "species": ["O", "O", "N", "N", "N", "N", "C", "C", "C", "C", "C", "C", "H", "H", "H", "H", "H", "H", "H", "H"],
  "xyz": [[1.51, -1.49, -0.85], [0.40, -2.79, -2.51], [0.37, 1.85, -1.16], [0.27, -1.69, -2.89], [-0.36, 1.39, 1.43], [-1.13, -1.40, 2.23], [0.26, 0.65, -0.71], [-0.09, 2.83, -0.45], [-0.45, 2.59, 0.87], [0.82, -0.59, -1.64], [-0.17, 0.34, 0.60], [-0.36, -1.12, 1.01], [-0.91, -1.66, 0.23], [0.70, -1.59, 1.12], [-0.74, 3.31, 1.63], [-2.01, -0.93, 2.17], [1.18, -2.40, -0.86], [-0.52, -1.05, 3.10], [1.37, -0.14, -2.42], [-0.15, 3.88, -0.90]],
  "nbo_charge": [-0.730, -0.258, -0.397, 0.214, -0.395, -0.823, 0.166, -0.005, -0.010, 0.104, 0.168, -0.269, 0.201, 0.237, 0.207, 0.358, 0.488, 0.366, 0.175, 0.204],
  "e_lumo_ev": -0.38,
  "e_homo_ev": -9.1409,
  "gap_ev": 8.76
}